<one>
Computed, not measured: C4H6N2 in the gas phase, with ωB97M-V/def2-TZVPD.

```
12
Properties=species:S:1:pos:R:3:lowdin_charge:R:1
N 2.02 -0.09 0.14 0.075
C 0.63 0.07 0.01 -0.419
C -0.17 1.17 -0.24 -0.032
C -1.58 0.66 -0.21 -0.088
C -1.49 -0.68 0.06 -0.173
N -0.18 -1.02 0.20 0.045
H 2.60 -0.08 -0.69 0.074
H 2.47 0.23 0.98 0.076
H 0.39 2.12 -0.34 0.101
H -2.62 1.02 -0.34 0.090
H -2.25 -1.45 0.19 0.109
H 0.17 -1.96 0.24 0.144
```

- HOMO (eV) = -8.28
- SMILES string = Nc1ccc[nH]1

<two>
Computed, not measured: C4H6N2 in the gas phase, with ωB97M-V/def2-TZVPD.

```
12
Properties=species:S:1:pos:R:3:lowdin_charge:R:1
C 1.06 1.21 1.15 -0.043
C 0.34 0.44 0.04 -0.404
C -0.62 -0.50 0.37 -0.129
N -1.03 -1.14 -0.75 -0.041
C -0.42 -0.69 -1.84 -0.071
N 0.56 0.46 -1.30 0.090
H 0.33 1.47 1.93 0.069
H 1.57 2.15 0.89 0.069
H 1.82 0.58 1.62 0.072
H -1.03 -0.78 1.31 0.104
H -1.72 -1.88 -0.70 0.152
H -0.85 -1.32 -2.72 0.132
```

- HOMO (eV) = -8.18
- SMILES string = Cc1c[nH]cn1

<one> (125.3 kJ/mol below the next structure)

<one>
Computed, not measured: a 2-piece molecular cluster, C3H8N2 overall, with ωB97M-V/def2-TZVPD.

```
13
Properties=species:S:1:pos:R:3:lowdin_charge:R:1
C 0.34 0.45 2.88 -0.126
N 0.69 1.73 2.95 -0.016
H -0.56 0.32 2.17 0.080
H 1.11 -0.22 3.30 0.061
H 1.64 1.69 3.28 0.003
C -1.21 -0.88 -2.34 -0.129
C 0.57 0.13 -1.15 -0.069
N -0.72 0.01 -1.20 -0.091
H -0.57 -1.71 -2.28 0.031
H -1.06 -0.26 -3.28 0.093
H -2.24 -1.29 -2.27 0.071
H 0.90 0.58 -0.25 0.036
H 1.10 -0.54 -1.80 0.057
```

- HOMO (eV) = -9.74
- SMILES string = C=NC.C=N

<two>
Computed, not measured: C3H8N2 in the gas phase, with ωB97M-V/def2-TZVPD.

```
13
Properties=species:S:1:pos:R:3:lowdin_charge:R:1
C -0.43 -1.35 -0.29 -0.066
C -1.38 1.00 -0.53 -0.073
C 1.70 -0.13 0.73 -0.078
H -1.31 -1.53 -0.92 0.086
H -0.55 -1.88 0.68 0.094
H 0.43 -1.66 -0.82 0.062
H -0.94 1.76 -1.21 0.094
H -2.20 0.48 -0.96 0.062
H -1.79 1.53 0.32 0.072
H 1.65 -1.22 0.79 0.050
H 2.56 0.37 1.07 0.034
N -0.35 0.09 -0.12 -0.314
N 0.75 0.63 0.34 -0.023
```

- HOMO (eV) = -7.98
- SMILES string = C=NN(C)C

<three>
Computed, not measured: a 2-piece molecular cluster, C3H8N2 overall, with ωB97M-V/def2-TZVPD.

```
13
Properties=species:S:1:pos:R:3:lowdin_charge:R:1
C 1.04 1.99 0.07 -0.080
C 0.73 3.09 0.76 -0.083
H 0.47 1.09 0.28 0.007
H 1.86 2.05 -0.62 0.043
H -0.11 3.01 1.44 0.040
H 1.31 3.99 0.64 0.038
N -1.73 -1.41 -0.29 0.033
C -0.52 -2.14 -0.41 -0.349
N 0.56 -1.59 -0.02 0.062
H -1.50 -0.60 0.27 0.062
H -2.02 -1.21 -1.24 0.075
H -0.60 -3.11 -0.91 0.111
H 1.36 -1.99 -0.51 0.042
```

- HOMO (eV) = -9.53
- SMILES string = [H]/N=C/N.C=C

<three> (18.8 kJ/mol below the next structure)

<one>
Computed, not measured: a 2-piece molecular cluster, C4H9NO2 overall, with ωB97M-V/def2-TZVPD.

```
16
Properties=species:S:1:pos:R:3:mulliken_spin:R:1
C -1.44 -0.14 -1.63 -0.003
N -0.80 0.91 -0.84 0.025
C 2.14 -0.69 1.67 0.019
C 2.56 -0.89 0.31 0.022
O 1.82 -0.61 -0.60 -0.058
C -1.59 1.20 0.40 0.008
O -1.65 0.17 1.23 0.839
H -0.67 -0.68 -2.17 -0.002
H -2.24 0.24 -2.25 0.004
H -1.88 -0.91 -0.99 0.006
H 0.10 0.55 -0.55 -0.010
H 2.61 -1.23 2.50 0.001
H 3.44 -1.53 0.13 0.010
H 1.37 0.03 1.92 0.005
H -2.61 1.44 0.05 0.082
H -1.18 2.13 0.82 0.050
```

- spin multiplicity = 2
- HOMO (spin up / spin down) (eV) = -13.22 / -13.10
- net charge = +1

<two>
Computed, not measured: an isolated ion of composition C4H9NO2 and charge +1, with ωB97M-V/def2-TZVPD.

```
16
Properties=species:S:1:pos:R:3:mulliken_spin:R:1
C -1.89 -0.13 -1.34 0.007
C -0.62 0.38 -0.66 0.041
N -0.28 -0.56 0.45 0.784
C 0.68 -0.10 1.44 0.013
C 1.96 0.47 0.79 0.003
O 2.55 -0.36 -0.09 0.001
O 2.41 1.51 1.13 0.008
H -2.72 0.03 -0.68 -0.001
H -2.09 0.49 -2.21 0.000
H -1.70 -1.14 -1.69 -0.004
H 0.25 0.35 -1.33 0.025
H -0.64 1.40 -0.28 0.037
H -1.15 -0.86 0.90 -0.021
H 1.10 -1.01 1.90 0.050
H 0.20 0.41 2.27 0.054
H 1.92 -0.90 -0.60 0.004
```

- spin multiplicity = 2
- HOMO (spin up / spin down) (eV) = -15.36 / -15.30
- net charge = +1

<three>
Computed, not measured: an isolated ion of composition C4H9NO2 and charge +1, with ωB97M-V/def2-TZVPD.

```
16
Properties=species:S:1:pos:R:3:mulliken_spin:R:1
O -1.33 0.74 -1.45 0.234
C -0.30 1.18 -1.12 0.126
C 0.27 0.96 0.38 0.061
C 0.36 -0.54 0.72 0.021
C 0.66 -1.51 -0.44 0.004
O -0.19 -2.65 -0.33 0.000
N -0.59 1.65 1.23 0.488
H 0.35 1.78 -1.79 0.055
H 1.24 1.45 0.47 0.005
H -0.61 -0.83 1.13 0.001
H 1.16 -0.64 1.46 0.007
H 1.66 -1.94 -0.38 0.000
H 0.49 -1.10 -1.44 -0.001
H -1.00 -2.48 -0.82 0.000
H -1.54 1.28 1.29 0.001
H -0.63 2.66 1.10 -0.005
```

- spin multiplicity = 2
- HOMO (spin up / spin down) (eV) = -14.41 / -14.39
- net charge = +1

<two> (48.4 kJ/mol below the next structure)

<one>
Computed, not measured: an isolated ion of composition C4H9NO2 and charge +1, with ωB97M-V/def2-TZVPD.

```
16
Properties=species:S:1:pos:R:3:mulliken_spin:R:1
O -2.04 0.30 0.33 0.021
C -1.14 0.29 -0.44 0.053
O -1.21 0.26 -1.78 0.013
C 0.35 0.32 -0.07 0.011
C 0.88 -1.06 0.23 0.043
C 2.38 -1.22 0.50 0.001
N 0.41 1.20 1.13 0.887
H -2.17 0.27 -1.97 0.001
H 0.83 0.94 -0.83 0.003
H 0.55 -1.74 -0.56 0.001
H 0.36 -1.49 1.09 0.002
H 2.89 -1.60 -0.38 0.000
H 2.88 -0.26 0.67 0.001
H 2.56 -1.90 1.33 0.001
H -0.33 1.14 1.83 -0.021
H 0.75 2.15 1.02 -0.018
```

- spin multiplicity = 2
- HOMO (spin up / spin down) (eV) = -15.87 / -15.88
- net charge = +1

<two>
Computed, not measured: an isolated ion of composition C4H9NO2 and charge +1, with ωB97M-V/def2-TZVPD.

```
16
Properties=species:S:1:pos:R:3:mulliken_spin:R:1
C 1.92 0.90 -0.52 0.018
C 1.01 -0.12 -1.12 -0.108
N -0.37 -0.04 -1.23 0.461
C -1.28 0.11 -0.14 -0.004
C -1.00 -0.80 1.07 0.054
O -1.47 -0.04 2.17 0.000
O 1.51 -0.93 -1.90 0.574
H 1.56 1.91 -0.72 0.005
H 2.29 0.84 0.50 -0.007
H 2.87 0.86 -1.08 0.002
H -0.62 -0.72 -1.96 -0.020
H -1.33 1.15 0.23 0.022
H -2.30 -0.05 -0.52 0.002
H 0.09 -0.88 1.19 -0.001
H -1.55 -1.72 1.02 0.000
H -1.31 -0.47 3.02 0.001
```

- spin multiplicity = 2
- HOMO (spin up / spin down) (eV) = -14.96 / -14.94
- net charge = +1

<one> (95.8 kJ/mol below the next structure)

<one>
Computed, not measured: CH5N3 in the gas phase, with ωB97M-V/def2-TZVPD.

```
9
Properties=species:S:1:pos:R:3:lowdin_charge:R:1
N 0.19 -0.45 1.29 0.098
C 0.25 0.10 0.00 -0.634
N -0.96 0.14 -0.66 0.106
N 1.40 0.29 -0.53 0.080
H -0.48 -0.09 1.92 0.070
H 1.15 -0.66 1.52 0.086
H -1.78 -0.39 -0.46 0.084
H -0.94 0.55 -1.58 0.084
H 1.19 0.51 -1.50 0.025
```

- HOMO (eV) = -8.98
- SMILES string = N=C(N)N

<two>
Computed, not measured: CH5N3 in the gas phase, with ωB97M-V/def2-TZVPD.

```
9
Properties=species:S:1:pos:R:3:lowdin_charge:R:1
C -0.38 1.13 1.09 -0.291
N -0.52 0.71 -0.23 -0.023
N 0.44 -0.78 -0.22 -0.068
N 0.55 -1.35 -1.37 -0.073
H 0.60 1.62 1.18 0.065
H -0.49 0.17 1.70 0.080
H -1.20 1.89 1.26 0.082
H -0.07 -1.11 -2.13 0.092
H 1.08 -2.28 -1.28 0.136
```

- HOMO (spin up / spin down) (eV) = -9.18 / -7.54
- SMILES string = C/N=N/N

<one> (522.2 kJ/mol below the next structure)

<one>
Computed, not measured: a 3-piece molecular cluster, C4H6ClN3 overall, with ωB97M-V/def2-TZVPD.

```
14
Properties=species:S:1:pos:R:3:lowdin_charge:R:1
C -3.10 -0.75 0.07 -0.407
C -1.92 -0.17 0.04 -0.321
C 0.36 0.01 0.20 -0.320
C 3.10 0.99 -0.18 -0.107
H -3.43 -1.77 0.20 0.050
H -1.99 0.91 -0.17 0.099
H 0.28 0.95 0.61 0.062
H 1.23 -1.91 -0.41 0.285
H 2.14 2.22 0.68 0.238
H 4.24 1.02 -0.66 0.085
N -0.68 -0.71 -0.34 0.027
N 1.46 -0.72 0.39 -0.077
N 2.94 -0.43 -0.30 -0.032
Cl -4.63 0.36 -0.12 0.417
```

- HOMO (eV) = -8.67

<two>
Computed, not measured: a 2-piece molecular cluster, C4H6ClN3 overall, with ωB97M-V/def2-TZVPD.

```
14
Properties=species:S:1:pos:R:3:lowdin_charge:R:1
C 0.01 1.37 -0.03 -0.129
C -2.07 0.25 0.05 -0.136
C -1.38 1.46 0.01 -0.063
C -0.12 -0.89 -0.01 -0.460
N 0.65 0.21 -0.05 0.074
N -1.45 -0.91 0.03 0.114
N 0.54 -2.06 -0.02 0.158
Cl 3.98 0.33 0.01 0.229
H 0.63 2.26 -0.07 0.113
H -3.15 0.21 0.08 0.109
H 2.67 0.33 -0.03 -0.299
H -1.89 2.41 0.03 0.093
H 1.54 -2.04 -0.04 0.093
H 0.04 -2.93 0.04 0.103
```

- HOMO (eV) = -9.12
- SMILES string = Nc1ncccn1.Cl

<two> (1115.4 kJ/mol below the next structure)

<one>
Computed, not measured: a 2-piece molecular cluster, C2H3ClINO2 overall, with ωB97M-V/def2-TZVPD.

```
10
Properties=species:S:1:pos:R:3:lowdin_charge:R:1
C -0.59 -0.21 1.05 -0.113
C 0.16 0.92 1.19 -0.681
N 0.46 -0.96 -1.49 -0.755
O 1.53 -0.73 -0.99 -0.044
O -0.32 -1.85 -1.32 -0.003
Cl -0.39 2.46 0.71 0.571
I -0.10 0.70 -2.76 0.811
H -0.40 -1.24 1.33 0.068
H -1.57 -0.14 0.62 0.049
H 1.23 1.03 1.64 0.098
```

- HOMO (eV) = -9.65
- SMILES string = O=[N+]([O-])I.C=CCl

<two>
Computed, not measured: a 2-piece molecular cluster, C2H3ClINO2 overall, with ωB97M-V/def2-TZVPD.

```
10
Properties=species:S:1:pos:R:3:lowdin_charge:R:1
C 1.66 0.03 0.62 -0.061
C 1.53 1.05 -0.19 -0.589
N -1.98 -1.12 -0.38 -0.728
O -2.03 -1.24 -1.56 0.006
O -1.44 -1.68 0.47 0.022
Cl 0.08 2.01 -0.12 0.539
I -3.24 0.55 0.36 0.710
H 2.43 -0.60 0.43 0.027
H 0.88 -0.17 1.36 0.064
H 2.11 1.16 -0.99 0.011
```

- HOMO (eV) = -9.82
- SMILES string = O=[N+]([O-])I.C=CCl

<one> (9.8 kJ/mol below the next structure)

<one>
Computed, not measured: C5H7NS in the gas phase, with ωB97M-V/def2-TZVPD.

```
14
Properties=species:S:1:pos:R:3:lowdin_charge:R:1
C -0.78 -0.32 0.35 -0.421
C -0.76 0.92 -0.48 -0.055
C 0.47 1.51 -0.46 -0.088
C 1.46 0.66 0.27 -0.469
C 0.71 -0.48 0.76 -0.519
H -1.07 -1.46 -1.36 0.072
H -1.24 -2.25 -0.03 0.063
H -1.34 -0.25 1.27 0.133
H -1.70 1.32 -0.93 0.122
H 0.68 2.48 -0.97 0.111
H 2.28 1.13 0.81 0.105
H 0.86 -0.90 1.74 0.102
N -1.44 -1.35 -0.42 0.032
S 1.86 -1.00 -0.56 0.813
```

- HOMO (eV) = -8.75
- SMILES string = N[C@@H]1C=C[C@@H]2S[C@H]12

<two>
Computed, not measured: C5H7NS in the gas phase, with ωB97M-V/def2-TZVPD.

```
14
Properties=species:S:1:pos:R:3:lowdin_charge:R:1
C -1.84 0.37 -0.63 -0.886
C 1.22 -1.73 0.87 0.041
C 0.44 -0.67 -1.10 -0.125
C 1.46 -1.43 -0.40 -0.168
C -1.74 1.72 -0.02 -0.119
N -0.77 -0.39 -0.74 0.053
S -3.29 -0.13 -1.32 0.559
H 0.30 -1.30 1.21 0.063
H 1.86 -2.48 1.38 0.081
H 0.73 -0.23 -2.12 0.141
H 2.36 -1.88 -1.03 0.144
H -1.84 2.49 -0.77 0.075
H -0.75 2.03 0.40 0.097
H -2.52 1.97 0.61 0.044
```

- HOMO (eV) = -7.96
- SMILES string = C=C/C=N/C(C)=S

<three>
Computed, not measured: C5H7NS in the gas phase, with ωB97M-V/def2-TZVPD.

```
14
Properties=species:S:1:pos:R:3:lowdin_charge:R:1
C 1.03 -1.25 -0.17 -0.128
C -0.31 -0.94 -0.25 -0.104
C 2.11 -0.36 0.20 -0.245
C -0.74 0.48 -0.35 -0.761
C -2.09 0.83 0.30 -0.133
N 3.31 -0.25 0.12 0.174
S 0.55 1.65 0.27 0.596
H 1.16 -2.32 0.06 0.113
H -1.02 -1.67 -0.72 0.138
H -0.79 0.51 -1.45 0.107
H -2.33 1.88 0.30 0.063
H -1.98 0.81 1.36 0.061
H -2.76 0.10 -0.02 0.048
H 3.86 0.53 0.34 0.070
```

- HOMO (eV) = -8.11

<one> (128.9 kJ/mol below the next structure)